Computed, not measured: a molecular structure, C18H10BBr2F4MoN2O4S2 in a non-equilibrium geometry, with ωB97M-V/def2-TZVPD.

**Total charge**: -1
**Energy**: -205168.404 eV
**Spin multiplicity**: 1
**Orbital gap (spin up / spin down)**: 6.72 / 6.86 eV
**ΔE to the lowest compared entry with this formula, charge and spin**: 29.3 kJ/mol

Positions of all 44 atoms, in Å:
Mo  -0.202  -0.274  -0.572
Br  -3.814  1.088  -0.094
Br  -1.706  -3.127  1.650
S  0.997  -2.283  -1.027
S  -2.055  -1.481  -1.398
F  -1.214  3.150  0.953
F  -1.089  0.839  1.023
F  0.033  2.131  2.597
F  -2.246  1.997  2.656
O  1.282  1.850  -3.739
O  3.016  1.052  1.794
O  0.731  0.241  -2.287
O  1.470  0.679  0.220
N  -1.418  1.456  -1.533
N  0.273  -1.165  1.676
C  -2.609  1.967  -1.231
C  -3.054  3.173  -1.767
C  -0.190  -3.484  -1.475
C  0.199  -4.811  -1.672
C  -0.354  -2.064  2.420
C  -2.254  3.852  -2.658
C  0.575  1.387  -2.870
C  0.968  -1.566  4.333
C  -1.040  3.296  -3.028
C  -0.678  2.102  -2.447
C  -2.055  -5.411  -2.265
C  2.006  0.522  1.374
C  -2.448  -4.100  -2.070
C  -1.526  -3.132  -1.675
C  1.660  -0.654  3.558
C  -0.721  -5.766  -2.062
C  1.277  -0.483  2.243
C  -0.055  -2.292  3.756
B  -1.125  2.116  1.864
H  1.236  -5.083  -1.517
H  -0.621  -3.027  4.308
H  -3.481  -3.808  -2.221
H  1.222  -1.715  5.375
H  2.478  -0.052  3.924
H  -2.779  -6.154  -2.573
H  -2.582  4.795  -3.075
H  -0.401  -6.790  -2.211
H  -4.019  3.548  -1.463
H  -0.367  3.740  -3.746

---

Computed, not measured: 2 unconnected molecules or ions with the total composition C2H6N3 in a non-equilibrium geometry, with ωB97M-V/def2-TZVPD.

**Total charge**: +1
**Energy**: -6630.807 eV
**Spin multiplicity**: 1
**Orbital gap (spin up / spin down)**: 9.04 / 9.04 eV
**ΔE to the lowest compared entry with this formula, charge and spin**: 412.9 kJ/mol

Positions of all 11 atoms, in Å:
N  -2.564  -0.187  0.013
N  2.478  -0.444  -0.042
N  -0.281  -0.562  0.151
C  -1.269  0.201  -0.102
C  1.585  0.469  0.002
H  1.661  1.459  -0.250
H  3.454  -0.194  0.232
H  -1.268  1.248  -0.304
H  -2.938  -1.155  0.098
H  2.245  -1.465  0.058
H  -3.102  0.629  0.144

---

Computed, not measured: a molecular structure, C30H50N4O6Tl in a non-equilibrium geometry, with ωB97M-V/def2-TZVPD.

**Total charge**: -1
**Energy**: -54862.224 eV
**Spin multiplicity**: 1
**Orbital gap**: 7.39 eV

Positions of all 91 atoms, in Å:
Tl  -0.442  -2.436  0.780
O  0.876  -4.276  2.132
O  -0.683  0.206  1.515
O  2.922  -4.660  2.923
O  -2.128  2.015  1.374
O  -5.267  -2.408  0.533
O  -3.122  -2.187  -0.040
N  1.276  -1.749  -1.670
N  1.461  1.190  0.188
N  -0.788  0.660  -1.387
N  2.474  -1.718  1.392
C  -5.378  1.863  1.199
C  -0.057  2.900  -0.670
C  -1.865  0.659  0.950
C  2.778  0.670  0.515
C  -6.427  0.185  -0.310
C  2.301  -3.601  -2.930
C  -0.083  2.338  -3.171
C  -4.456  2.371  2.018
C  -1.976  0.445  -0.571
C  -0.621  -0.344  -2.429
C  2.988  -3.158  -0.612
C  3.607  -1.543  -2.521
C  0.835  -0.788  -2.666
C  2.755  -0.316  1.690
C  1.377  2.595  -0.196
C  2.540  -2.458  -1.916
C  2.424  2.989  -1.260
C  1.993  -3.933  2.572
C  -3.194  1.608  2.254
C  -2.835  -0.870  2.834
C  4.895  -1.796  0.468
C  -4.264  -0.288  0.878
C  2.243  -2.378  2.688
C  -5.282  0.544  0.593
C  -3.119  0.154  1.745
C  3.524  -2.462  0.660
C  -4.223  -1.774  0.412
C  1.599  3.464  1.055
C  -0.698  2.069  -1.796
C  -4.569  3.679  2.741
H  4.882  -0.865  -0.086
H  -3.698  4.297  2.518
H  3.366  -1.318  -3.560
H  -2.745  -1.865  2.404
H  -3.665  -0.877  3.538
H  -6.176  -0.672  -0.927
H  -6.693  1.036  -0.941
H  5.528  -2.500  -0.068
H  0.566  -2.475  -1.611
H  2.105  3.873  -1.804
H  -2.808  1.078  -0.918
H  -0.745  1.999  -3.965
H  1.832  -3.217  -3.835
H  -4.584  3.501  3.819
H  3.383  3.211  -0.796
H  3.721  -0.230  2.221
H  0.882  1.868  -3.313
H  1.978  0.019  2.383
H  1.032  0.608  -0.529
H  -1.914  -0.628  3.359
H  -6.287  2.417  0.998
H  -0.709  2.788  0.193
H  0.842  3.241  1.802
H  3.232  0.190  -0.352
H  3.240  -4.073  -3.209
H  0.096  0.654  1.083
H  3.765  -3.872  -0.897
H  -1.178  -1.238  -2.140
H  1.533  4.516  0.790
H  3.427  1.496  0.818
H  0.036  3.412  -3.290
H  1.504  0.072  -2.625
H  -2.867  1.716  3.298
H  2.574  3.283  1.500
H  -7.302  -0.078  0.285
H  -0.101  3.950  -0.967
H  1.357  -1.930  3.150
H  -1.731  2.467  -1.865
H  -5.474  4.216  2.463
H  -1.038  -0.006  -3.389
H  5.358  -1.611  1.436
H  3.762  -3.328  1.291
H  2.572  2.184  -1.974
H  2.132  -3.742  -0.265
H  4.573  -2.040  -2.498
H  3.111  -2.231  3.354
H  0.882  -1.199  -3.693
H  1.651  -4.358  -2.496
H  3.692  -0.605  -1.984
H  -2.294  -0.597  -0.667

---

Computed, not measured: a gas-phase ion, C3H8NO (charge +1) in a non-equilibrium geometry, with ωB97M-V/def2-TZVPD.

**Total charge**: +1
**Energy**: -6768.887 eV
**Spin multiplicity**: 1
**Orbital gap**: 12.83 eV
**ΔE to the lowest compared entry with this formula, charge and spin**: 220.3 kJ/mol
**SMILES string**: C[N@H+]1C[C@@H]1O

Positions of all 13 atoms, in Å:
O  -1.618  1.749  -0.295
N  -0.125  -0.127  -0.510
C  -0.748  0.850  0.431
C  1.293  -0.498  -0.316
C  -1.125  -0.569  0.461
H  -0.213  1.177  1.247
H  1.876  -0.401  -1.391
H  -0.647  -1.330  1.270
H  -2.232  -0.952  0.169
H  -0.420  -0.157  -1.453
H  1.454  -1.560  0.190
H  1.746  0.192  0.310
H  -1.914  2.530  0.287